This record from the Open Molecules 2025 dataset describes a molecular structure, C35H47O6Os at a distorted geometry. The level of theory is wB97M-V/def2-TZVPD.

Its net charge is -1. Its spin multiplicity is 5. For the HOMO energy (spin up / spin down), the calculation gives 0.056 / -3.906 eV.

Geometry as XYZ:
```
89
Properties=species:S:1:pos:R:3:forces:R:3
C 0.2221 -0.9137 -6.0730 -0.6 -0.4 -0.1
C -0.1578 -1.5070 -4.6913 0.7 0.0 -0.3
C 0.1330 0.6085 -5.8874 0.4 0.0 0.0
C -1.0250 0.7936 -4.9005 -0.8 -0.4 0.8
H -0.0273 1.0542 -6.8765 0.0 0.2 0.4
H 1.0801 0.9744 -5.4668 -0.2 -0.1 -0.2
C -1.3007 -0.6130 -4.2355 -0.4 0.4 -0.5
H 0.7116 -1.4176 -4.0229 -0.2 0.0 -0.2
H -0.4263 -2.5675 -4.7804 0.1 0.3 0.2
C -1.4185 -0.3395 -2.7309 0.2 -0.1 0.5
H -2.2467 -1.0296 -4.6315 0.3 0.3 0.2
H -1.9227 1.0928 -5.4784 0.4 0.1 0.5
C -0.8220 1.7209 -3.6472 0.3 0.1 -0.1
C 1.5801 -1.3262 -6.5788 1.8 -1.3 1.9
C -0.7710 -1.3711 -7.1639 -0.3 1.3 -1.1
O -1.1352 -0.6433 -8.0724 0.3 -1.6 1.4
O 2.4649 -1.7728 -5.8423 -1.5 0.9 -1.4
O 1.7361 -1.1921 -7.8985 0.5 0.1 0.1
O -1.2044 -2.6487 -6.9818 0.2 -0.2 -0.6
C -0.5949 -3.7740 -7.6804 -0.3 0.4 0.3
H -0.2851 -4.4621 -6.8899 0.1 0.0 -0.3
H 0.2654 -3.4941 -8.3032 -0.3 0.2 0.2
H -1.3690 -4.2304 -8.3005 0.2 0.0 0.0
C 3.0452 -1.5699 -8.3616 0.2 -0.2 -0.3
H 3.8566 -1.1054 -7.7802 -0.5 -0.1 -0.1
H 3.0912 -1.2486 -9.4046 0.0 -0.1 0.2
H 3.1498 -2.6622 -8.2942 0.0 0.3 0.0
O -1.4942 1.0780 -2.5170 -0.2 0.0 -1.7
H -0.5374 -0.7035 -2.1670 -0.3 -0.1 -0.3
H -2.3180 -0.8260 -2.3193 0.3 0.4 0.0
C -1.4339 3.0934 -3.9090 0.0 0.0 0.2
C 0.6580 1.8785 -3.2488 -0.2 0.0 0.2
H 1.2098 2.4929 -3.9729 -0.1 -0.2 0.1
H 1.1446 0.8985 -3.1326 0.0 0.3 -0.1
H 0.7067 2.3772 -2.2685 -0.1 -0.1 -0.3
H -1.2454 3.7589 -3.0610 -0.1 0.0 -0.1
H -2.5139 3.0265 -4.0838 0.2 -0.1 0.1
H -0.9760 3.5430 -4.8009 0.0 -0.1 0.2
Os -0.0360 -1.0121 1.7457 2.9 3.3 0.9
C -1.8596 -0.8216 2.9969 -0.8 -0.6 0.2
C -2.1926 -0.5285 1.6549 -1.1 0.7 -0.4
C -1.8254 -1.6473 0.8555 -0.7 0.0 -1.8
H -2.6444 0.4003 1.3134 0.1 -0.4 0.0
C -1.2553 -2.6383 1.7127 -1.1 -2.0 0.2
C -1.2676 -2.1195 3.0358 -1.5 -1.4 1.7
H -0.8800 -2.6113 3.9182 -0.3 0.0 -0.2
H -2.1258 -0.1969 3.8480 0.6 -0.1 -0.3
H -2.0277 -1.7539 -0.2023 0.0 0.0 0.2
H -0.8103 -3.5822 1.4007 -0.4 0.2 0.1
C 2.2828 0.0281 2.0295 0.5 -0.7 -1.3
C 1.9183 -0.9469 3.0091 0.5 -0.9 -0.3
C 1.6552 -2.1924 2.3442 1.4 0.7 0.2
H 1.9918 -0.8182 4.0828 -0.2 0.1 -0.4
C 1.7716 -1.9506 0.9301 0.1 -0.2 -0.3
C 2.2222 -0.5888 0.7537 0.5 0.8 0.6
H 2.4630 -0.1021 -0.1841 -0.2 -0.1 0.1
H 2.4931 1.0693 2.2503 -0.1 -0.2 -0.2
H 1.4360 -3.1230 2.8333 0.0 -0.2 0.0
H 1.6667 -2.7106 0.1583 0.2 0.3 0.1
C -1.7408 4.1081 3.7329 -0.3 0.1 0.1
C -0.3554 3.4904 3.8033 0.1 -0.8 0.8
C 0.7134 4.5601 3.9074 0.3 0.2 0.1
C -0.2523 2.5751 5.0416 0.4 -1.1 -2.4
C -0.4566 3.0441 6.3150 -0.3 0.8 2.5
C -0.3911 2.1220 7.3938 0.0 0.2 -0.6
C -0.1371 0.7485 7.1990 -0.3 0.8 2.3
C 0.0734 0.2107 5.9580 0.5 -1.2 -2.2
C 0.3783 -1.3246 5.9434 -0.3 1.2 -0.5
C 1.6416 -1.6196 6.7529 0.4 0.0 0.2
C -0.7639 -2.1153 6.5862 -0.3 -0.1 0.1
C -0.0043 1.1614 4.8513 -0.2 -0.3 -1.6
O 0.0386 0.8329 3.6239 0.3 -0.2 0.6
H -1.9525 4.6176 4.6799 -0.1 0.0 -0.2
H -2.5022 3.3348 3.5877 0.1 0.1 0.0
H -1.8314 4.8340 2.9195 0.0 0.0 0.0
H -0.1850 2.8876 2.9074 0.0 0.0 0.2
H 0.5961 5.0839 4.8625 0.2 0.1 -0.1
H 1.7062 4.1010 3.8931 0.0 0.1 0.0
H 0.6551 5.2894 3.0961 0.0 0.1 -0.1
H -0.6548 4.1182 6.3607 0.0 -0.4 0.9
H -0.5302 2.4640 8.4090 -0.1 0.2 0.2
H -0.0634 -0.0200 7.9746 -0.3 1.1 0.5
H 0.4958 -1.6309 4.8993 0.0 0.0 0.4
H 1.5070 -1.2381 7.7754 0.1 -0.1 -0.2
H 1.8428 -2.6965 6.8392 -0.1 0.1 -0.1
H 2.5334 -1.1298 6.3451 -0.1 -0.1 0.0
H -1.7057 -2.0035 6.0378 0.1 0.0 0.0
H -0.5290 -3.1880 6.6656 0.0 0.2 -0.1
H -0.9317 -1.7437 7.6070 -0.1 -0.2 -0.2
```
Forces are in eV/Å.

=====

This record from the Open Molecules 2025 dataset describes a molecular structure, C4H6O2 at a distorted geometry. The level of theory is wB97M-V/def2-TZVPD.

Its energy relative to the best compared isomer or geometry (same formula, charge and spin) is 99.6 kcal/mol. Its spin multiplicity is 1. For the HOMO energy, the calculation gives -9.039 eV.

Geometry as XYZ:
```
12
Properties=species:S:1:pos:R:3:forces:R:3
O 2.4173 -1.7730 0.2606 -0.2 1.0 -0.7
C 2.2438 -0.8419 -0.3937 0.3 -1.2 0.6
O 1.2365 0.5678 0.2310 -0.1 0.1 0.0
C -0.0389 0.1638 0.6059 -0.1 0.0 0.2
C -1.0082 -0.3623 -0.4232 0.0 -0.2 -0.2
C -1.2081 1.0001 0.1954 -0.1 0.2 0.1
H 1.8070 0.0931 -0.9379 0.0 0.1 0.0
H -0.0784 -0.2958 1.5937 0.0 0.1 -0.2
H -0.6848 -0.3869 -1.4615 0.0 0.0 0.2
H -1.6802 -1.1693 -0.1443 0.1 0.1 0.0
H -0.9829 1.8626 -0.4252 0.0 -0.1 0.1
H -2.0231 1.1417 0.8993 0.1 0.0 -0.1
```
Forces are in eV/Å.

=====

This record from the Open Molecules 2025 dataset describes a single C18H20ClFN2O molecule at a distorted geometry. The level of theory is wB97M-V/def2-TZVPD.

The SMILES is OCC1(NCc2cccc(-c3ccc(F)c(Cl)c3)n2)CCCC1. Its energy relative to the best compared isomer or geometry (same formula, charge and spin) is 32.1 kcal/mol. Its spin multiplicity is 1. For the HOMO energy, the calculation gives -8.787 eV.

Geometry as XYZ:
```
43
Properties=species:S:1:pos:R:3:forces:R:3
O -0.6859 2.7529 3.2076 -0.4 0.6 0.7
C -2.0242 2.5666 2.7459 1.4 -1.3 -0.4
C -1.8779 2.3442 1.2324 -1.1 -0.7 0.2
N -0.7993 1.3349 0.9524 0.6 0.8 -0.1
C -0.7882 -0.0715 1.4157 -0.1 0.9 -0.1
C 0.5522 -0.7635 1.2137 0.5 -0.9 -0.4
C 1.4399 -0.9069 2.2735 -0.1 0.9 1.1
C 2.6429 -1.5797 2.1641 0.1 -0.2 -0.7
C 2.8902 -2.1426 0.9324 0.3 0.0 -0.9
C 1.9802 -1.9924 -0.1405 0.2 -1.0 0.9
C 2.1752 -2.7479 -1.4273 0.0 0.0 -1.8
C 1.0939 -2.8254 -2.3535 0.1 -0.6 0.5
C 1.1772 -3.5824 -3.5305 0.8 0.4 0.4
C 2.4146 -4.1501 -3.9237 -0.9 0.8 1.0
F 2.4589 -4.8066 -5.0849 0.3 -0.1 0.1
C 3.5372 -4.0083 -3.0869 -0.8 -0.1 -0.2
Cl 5.0712 -4.7198 -3.5679 -0.7 0.4 0.3
C 3.3953 -3.3438 -1.8574 -0.6 0.3 -0.1
N 0.8209 -1.3628 0.0305 -0.4 0.9 0.2
C -1.5051 3.6916 0.5843 0.3 0.1 0.7
C -2.0938 3.6382 -0.8016 -0.5 1.3 -1.2
C -2.9815 2.3993 -0.9240 -0.9 1.1 0.6
C -3.2329 2.0019 0.5205 0.0 -0.6 0.7
H -0.1440 2.3498 2.5156 0.2 -0.1 -0.1
H -2.6665 3.4092 2.9880 0.1 0.2 -0.1
H -2.4261 1.6874 3.2515 -0.3 -0.2 0.0
H -0.5817 1.3651 -0.0451 0.0 0.0 0.4
H -1.5672 -0.5956 0.9150 -0.6 -1.0 -0.6
H -1.0278 -0.1282 2.4718 0.0 0.3 0.3
H 1.2241 -0.4397 3.2285 -0.3 0.1 -0.1
H 3.3950 -1.6675 2.9644 -0.7 0.1 -0.3
H 3.8012 -2.6927 0.7703 0.2 -0.1 0.0
H 0.1221 -2.3668 -2.1016 0.8 -0.3 0.0
H 0.2596 -3.6905 -4.1136 0.6 -0.1 -0.1
H 4.3026 -3.2763 -1.2801 0.0 0.1 0.3
H -0.4094 3.9082 0.5437 -0.9 -0.2 0.4
H -2.0461 4.4575 1.1923 0.8 -0.4 -0.5
H -2.6785 4.5614 -0.9729 0.2 -0.4 -0.1
H -1.3022 3.6313 -1.5467 0.0 0.0 -0.2
H -3.9140 2.5708 -1.4707 0.2 0.1 0.0
H -2.4468 1.6683 -1.4534 0.7 -1.3 -0.6
H -4.0759 2.6000 0.9529 0.7 -0.4 -0.2
H -3.4796 0.9224 0.6150 0.0 0.6 0.1
```
Forces are in eV/Å.

=====

This record from the Open Molecules 2025 dataset describes 4 unconnected molecules or ions with the total composition C24H54Cl2IN3O8P at a distorted geometry. The level of theory is wB97M-V/def2-TZVPD.

Its net charge is +1. Its spin multiplicity is 1. For the HOMO energy, the calculation gives -10.663 eV.

Geometry as XYZ:
```
93
Properties=species:S:1:pos:R:3:forces:R:3
C -2.8611 -3.3077 -0.5814 0.7 0.0 -0.2
C -1.4182 -3.1302 -1.1795 -0.1 0.4 0.2
C -1.2486 -1.8093 -2.0217 0.2 -1.5 -1.0
N -0.1159 -0.9588 -1.5616 -0.7 0.5 1.0
C -0.3701 -0.1103 -0.6074 -0.1 1.3 2.7
N -1.5841 0.1502 0.0680 0.0 0.4 -2.1
C -1.6808 1.6549 -0.1118 0.7 -0.2 -0.9
C -0.1839 2.0795 0.0486 0.2 1.4 1.5
C 0.3216 3.2869 -0.8162 -0.4 -0.6 -1.4
C 1.8321 3.2426 -1.2008 -0.1 -0.5 0.9
C 2.8211 3.0468 0.0002 0.4 -0.1 -1.3
I 2.3830 5.0192 -2.3446 -0.5 -0.5 0.3
N 0.5696 0.7831 0.0280 0.0 -1.3 -1.8
P 0.6994 0.4289 1.8089 -0.9 0.9 3.1
O 2.1983 0.9263 2.3845 -1.2 -1.9 -1.7
O 0.4809 -1.2215 2.0600 1.3 1.3 -1.3
C 1.2394 -1.0708 -2.0834 0.8 -0.5 -0.7
Cl 1.8041 -2.8043 -1.8925 -0.2 0.9 0.0
C 1.3900 -0.6820 -3.5991 1.5 -0.2 -0.6
C 2.6648 0.2148 -3.8530 -1.3 0.4 0.3
Cl -0.0245 0.2081 -4.2899 0.4 -0.5 0.4
H -3.5977 -2.7316 -1.1876 0.3 -0.6 0.5
H -3.0946 -4.3897 -0.5873 -0.3 0.7 -0.1
H -2.8936 -2.9706 0.4756 -0.1 0.0 -0.7
H -0.6711 -3.0955 -0.3575 -0.4 -0.2 -0.5
H -1.1654 -3.9842 -1.8450 -0.1 0.6 0.6
H -2.2042 -1.2516 -2.0608 0.8 0.1 0.1
H -1.0204 -2.0938 -3.0726 -0.1 0.4 0.7
H -2.4484 -0.1854 -0.3582 0.4 -0.7 0.2
H -1.9755 1.7381 -1.1852 0.0 0.7 0.8
H -2.4093 2.1467 0.5580 0.5 -0.4 -0.2
H -0.0697 2.4436 1.0966 -0.1 -0.2 -0.5
H -0.2484 3.2596 -1.7796 0.4 0.2 0.6
H 0.0330 4.2400 -0.3182 0.3 -0.7 -0.1
H 1.9727 2.3898 -1.8972 0.0 0.7 0.3
H 3.8194 3.4142 -0.3325 -0.7 -0.2 0.5
H 2.5150 3.5619 0.9286 0.1 -0.3 -0.5
H 2.9444 1.9497 0.1327 -0.2 0.8 0.3
H 2.9042 0.2882 2.1833 0.3 0.2 0.1
H -0.0641 -1.2573 2.8589 -0.1 -0.1 0.1
H 1.9767 -0.4740 -1.5113 -1.0 -0.2 0.0
H 1.5883 -1.6264 -4.1526 -0.8 0.7 0.2
H 3.5569 -0.1583 -3.3156 -0.4 0.1 -0.4
H 2.3869 1.2346 -3.4997 0.5 -0.6 -0.1
H 2.8208 0.3171 -4.9472 0.1 -0.3 0.8
C -6.0414 -5.3722 0.3452 0.1 0.1 -0.1
O -5.2957 -6.1818 -0.5513 -0.1 0.0 0.2
C -4.8703 -7.4055 0.0421 0.1 -0.1 -0.4
C -5.7718 -8.5632 -0.3553 -0.1 -0.1 0.5
O -7.0844 -8.4029 0.1643 0.1 0.2 -0.2
C -7.9994 -7.9047 -0.8006 -0.1 -0.1 0.1
H -6.5604 -4.6108 -0.2378 0.1 0.0 0.0
H -6.7839 -5.9475 0.9003 0.0 0.0 0.0
H -5.3624 -4.8757 1.0472 -0.1 0.0 0.1
H -4.8167 -7.3099 1.1307 -0.1 0.0 0.0
H -3.8597 -7.6058 -0.3274 0.0 0.0 0.0
H -5.3678 -9.4840 0.0755 0.0 0.0 0.0
H -5.7962 -8.6846 -1.4424 0.0 0.1 0.0
H -8.2999 -8.7092 -1.4787 0.0 0.1 -0.1
H -7.5782 -7.0786 -1.3774 0.0 0.0 0.0
H -8.8820 -7.5442 -0.2726 0.0 -0.1 0.0
C -1.3982 3.2343 5.9783 -0.1 0.2 0.1
O -2.6001 3.1116 5.2296 0.2 -0.3 0.0
C -2.4254 2.3732 4.0325 -0.4 0.1 0.1
C -2.8939 0.9339 4.1823 0.4 -0.1 -0.1
O -2.0881 0.2136 5.1048 -0.1 0.2 0.0
C -2.6890 0.1019 6.3897 0.1 -0.2 0.1
H -1.6611 3.5549 6.9856 -0.1 0.0 -0.1
H -0.8582 2.2879 6.0452 0.0 0.0 0.0
H -0.7535 3.9937 5.5250 0.1 0.0 0.0
H -1.3809 2.4083 3.7039 0.0 -0.1 0.0
H -3.0366 2.8623 3.2651 0.0 0.0 0.0
H -2.7932 0.4309 3.2129 0.0 0.0 -0.1
H -3.9479 0.8944 4.4723 0.0 0.1 0.0
H -3.4653 -0.6689 6.3716 -0.1 0.0 0.1
H -3.1198 1.0473 6.7231 0.0 0.0 -0.1
H -1.9163 -0.1958 7.0977 0.0 0.0 -0.1
C 9.1401 4.9279 -3.6813 0.1 0.1 -0.1
O 8.2324 5.9678 -3.3492 -0.1 -0.3 0.1
C 6.8786 5.5363 -3.3551 0.1 0.4 0.2
C 6.3766 5.2511 -1.9488 -0.1 -0.4 -0.2
O 7.0539 4.1431 -1.3648 0.1 0.2 0.0
C 8.0827 4.5407 -0.4697 0.0 -0.1 0.1
H 10.1397 5.2476 -3.3878 -0.1 0.1 0.0
H 8.9063 3.9975 -3.1602 0.0 0.0 0.0
H 9.1295 4.7559 -4.7621 0.0 -0.1 0.0
H 6.7535 4.6601 -3.9990 0.0 -0.1 0.1
H 6.2852 6.3520 -3.7797 0.0 0.0 0.0
H 5.3174 4.9825 -2.0030 0.1 0.1 0.0
H 6.4657 6.1385 -1.3145 0.1 0.0 -0.1
H 7.6461 4.8556 0.4834 0.1 0.1 0.0
H 8.6907 5.3498 -0.8783 0.0 0.0 0.0
H 8.7264 3.6791 -0.2924 -0.1 0.0 0.0
```
Forces are in eV/Å.

=====

Total energy values, unit eV, following the record order: -51802.5419, -8336.1430, -39257.6707, -89038.2816.